Entry one
Molecular formula: C2H7N2P2
Method: DFT, ωB97M-V with the def2-TZVPD basis set

Molar mass in Da: 121.04
HOMO energy in Ha: -0.520
LUMO energy in eV: -4.6870
Orbital gap in eV: 9.46

```
! RIJCOSX wB97M-V def2-TZVPD def2/J DEFGRID3
* xyz 1 1
C -1.3627 -1.3079 1.2511
C -0.3314 -1.1814 0.1468
N -0.6061 1.6874 -0.6719
N 1.6767 0.8800 0.2707
P -1.5405 0.1182 2.1308
P 0.0218 0.5969 0.5320
H -2.0309 -2.2841 1.4005
H 0.3770 -1.9453 0.2361
H -0.9979 -1.0444 -0.7829
H 0.0678 1.9278 -1.4276
H -1.6526 1.7593 -0.8541
H 1.6593 1.9864 0.1092
H 2.3025 0.3907 0.8384
*
```

=====

Entry two
Molecular formula: C2H7N2P2
Method: DFT, ωB97M-V with the def2-TZVPD basis set

Molar mass in Da: 121.04
HOMO energy in Ha: -0.492
LUMO energy in eV: -5.1759
Orbital gap in eV: 8.20
SMILES: C=CP=P(N)=[NH2+]

```
! RIJCOSX wB97M-V def2-TZVPD def2/J DEFGRID3
* xyz 1 1
C -1.8948 -0.8759 0.4229
C -1.8956 0.1472 -0.4075
P -1.0944 1.7572 0.0320
P 0.7164 0.8287 -0.1718
N 0.9374 -0.8081 -0.2884
N 2.1829 1.3969 0.2768
H -1.4346 -0.9330 1.5052
H -2.2361 -1.8387 0.0367
H -2.6494 -0.0841 -1.1761
H 1.7576 -1.2686 -0.0916
H 0.1357 -1.4085 -0.1330
H 2.5504 2.3253 -0.0087
H 2.9245 0.7617 0.0035
*
```

=====

Computed stability ranking, most favorable first: entry one, entry two